Version A
CH6SSi | wB97M-V/def2-TZVPD

Results
SMILES string: [SiH3]CS
HOMO in eV: -9.0
Orbital gap in eV: 9.91
Charge: 0
LUMO level in eV: 0.9

```
9
CH6SSi wB97M-V/def2-TZVPD
H 0.512 -0.039 1.843
H -1.389 0.840 -0.286
H 1.195 1.893 -0.058
C -0.466 0.348 -0.600
H -0.820 0.011 -1.578
H 1.166 -1.761 0.266
H -1.240 -1.728 0.962
S 0.911 1.343 -1.232
Si 0.131 -0.907 0.683
```



Version B
CH6SSi | wB97M-V/def2-TZVPD

Results
SMILES string: [SiH3]CS
HOMO in eV: -8.8
Orbital gap in eV: 9.65
Charge: 0
LUMO level in eV: 0.8

```
9
CH6SSi wB97M-V/def2-TZVPD
H -0.987 -0.227 -1.390
C -0.418 0.199 -0.531
Si 0.504 -1.009 0.749
H 0.926 -0.526 1.946
H -0.538 -1.981 0.609
H -0.276 2.595 -0.623
H 1.760 -1.375 0.135
H -1.401 0.662 0.198
S 0.431 1.661 -1.092
```



Quick one: most stable of them? version A



Version A
C7H18MgO6S3 | wB97M-V/def2-TZVPD

Results
HOMO in eV: -6.6
Orbital gap in eV: 4.57
Charge: 0
LUMO level in eV: -2.0

```
35
C7H18MgO6S3 wB97M-V/def2-TZVPD
S 0.800 -5.303 -2.871
Mg 0.262 0.163 -1.256
H 0.651 -5.392 -5.395
O 3.658 2.056 0.355
H 5.363 5.169 1.165
H -4.237 1.918 4.863
C 1.401 -5.362 -4.604
H -1.556 -5.741 -2.183
H 5.510 4.188 -0.439
S 4.579 2.821 1.319
H 4.077 4.864 0.153
O -2.251 1.259 -2.410
O -2.033 -0.033 2.484
H -4.871 0.670 2.118
H 2.686 3.778 2.518
H -4.731 -0.984 2.036
C -0.969 -5.667 -3.098
C -3.409 1.745 4.176
O 0.801 -3.842 -2.384
H 2.247 -6.009 -4.836
H 3.329 2.570 3.489
C -4.755 -0.188 2.780
H -3.645 2.386 3.327
C 4.994 4.388 0.500
H -1.537 -4.948 -3.688
O -0.677 2.146 -3.285
O -1.271 2.699 -1.586
H -2.436 2.046 4.565
H 4.100 4.056 3.431
H 1.788 -4.372 -4.845
C 3.645 3.322 2.766
C -1.794 2.362 -2.663
H -5.569 -0.105 3.500
S -3.134 0.001 3.540
H -1.014 -6.662 -3.542
```



Version B
C7H18MgO6S3 | wB97M-V/def2-TZVPD

Results
HOMO in eV: -5.6
Orbital gap in eV: 5.54
Charge: 0
LUMO level in eV: -0.1

```
35
C7H18MgO6S3 wB97M-V/def2-TZVPD
O -1.877 0.763 -0.130
H 0.492 2.652 0.096
O 0.647 -0.356 -0.372
H -0.608 -0.919 4.540
O -0.898 -2.488 -1.933
C -0.320 2.908 -0.585
S -1.945 2.255 -0.097
H 1.728 -1.490 -2.910
O -2.729 -1.615 -1.700
H 1.282 -2.226 3.492
C -2.791 2.692 -1.673
H -2.308 -0.914 4.064
H -0.296 4.001 -0.557
S 1.869 0.112 -1.105
H 3.104 0.928 0.764
H 1.386 -2.356 1.754
H 3.184 -0.899 0.660
C 2.395 -1.322 -2.066
S -0.903 -1.934 2.446
O -1.347 -1.401 1.126
H 2.357 -2.211 -1.436
H 3.407 -1.154 -2.437
C 3.186 0.048 0.128
H -2.531 3.669 -2.084
H 1.318 -0.746 2.498
H -1.214 0.301 3.300
C -1.297 -0.696 3.726
C 0.950 -1.768 2.559
C -1.774 -1.749 -2.576
H -2.401 2.014 -2.438
Mg -1.112 -0.889 -0.744
H -3.869 2.576 -1.597
H 4.128 0.150 -0.414
O -1.154 -0.590 -2.692
H -0.056 2.647 -1.610
```



Quick one: most stable of them? version B



Version A
C10H13N | wB97M-V/def2-TZVPD

Results
HOMO in eV: -8.4
Orbital gap in eV: 9.18
Charge: 0
LUMO level in eV: 0.8

```
24
C10H13N wB97M-V/def2-TZVPD
H 0.693 -2.187 -0.236
H -1.803 2.483 0.015
C 0.797 -1.323 -0.522
C -3.028 0.542 0.162
C -1.670 -1.330 -0.176
C -0.609 0.783 -0.024
C 2.178 -0.406 1.327
H 0.964 -0.465 1.930
H 3.044 -1.352 1.511
H 0.853 -1.626 -1.557
H 3.279 -0.585 -0.885
H 0.475 2.423 -0.412
H -1.477 -2.294 -0.383
N 1.830 0.988 -0.817
C -2.838 -0.895 0.000
C -0.528 -0.697 -0.351
C 0.562 1.524 -0.122
H 2.911 0.632 1.186
H -3.630 -1.358 0.143
H -4.197 1.233 0.472
C 2.038 -0.333 -0.282
C -1.857 1.383 0.096
H 0.641 1.787 0.799
H 1.373 1.071 -1.874
```



Version B
C10H13N | wB97M-V/def2-TZVPD

Results
SMILES string: C#C[C@](C)(CC)c1ccc[nH]1
HOMO in eV: -8.2
Orbital gap in eV: 9.11
Charge: 0
LUMO level in eV: 0.9

```
24
C10H13N wB97M-V/def2-TZVPD
C 1.133 -2.847 0.508
N -1.454 -0.997 0.647
C 1.172 -1.768 -0.084
C 1.431 0.176 -1.715
H 1.075 -0.512 -2.513
H 2.625 0.047 -1.604
H 1.062 -0.100 1.886
C -1.699 0.472 -1.047
H 0.154 2.241 1.200
H 1.750 2.427 1.512
H 2.586 0.271 0.954
H 1.048 -3.585 1.182
H -1.135 -1.814 1.112
C 1.152 1.889 0.814
H -3.590 -1.016 1.302
C -2.834 -0.751 0.535
C 0.895 -0.377 -0.350
H 1.052 1.203 -1.763
H -1.534 1.355 -1.698
H 1.206 2.575 -0.068
C -0.869 -0.347 -0.407
H -3.794 0.791 -0.795
C 1.521 0.427 0.851
C -2.954 0.241 -0.456
```



Quick one: most stable of them? version B